{
  "formula": "C17H27ClN2O3S2",
  "method": "wB97M-V/def2-TZVPD",
  "symbols": ["C", "C", "S", "C", "C", "C", "O", "N", "C", "C", "C", "O", "C", "C", "N", "C", "C", "O", "C", "C", "C", "C", "S", "C", "Cl", "H", "H", "H", "H", "H", "H", "H", "H", "H", "H", "H", "H", "H", "H", "H", "H", "H", "H", "H", "H", "H", "H", "H", "H", "H", "H", "H"],
  "xyz": [[0.8440, 3.7083, -2.6802], [1.2818, 2.2596, -2.5355], [-0.0879, 1.2811, -1.8567], [0.7746, -0.2583, -1.3572], [1.5570, -0.8923, -2.4985], [-0.2969, -1.2434, -0.8628], [-0.6233, -2.1850, -1.5679], [-0.8206, -1.0886, 0.3809], [-1.7798, -2.0950, 0.8276], [-0.5626, 0.0061, 1.3049], [-1.8089, 0.8513, 1.5830], [-1.4908, 1.8833, 2.4869], [-1.0218, 3.0707, 1.8772], [0.1572, 3.6029, 2.6720], [1.3889, 2.8952, 2.3487], [1.8912, 3.1195, 1.0060], [2.0431, 2.2147, 3.3336], [1.5682, 2.0338, 4.4418], [3.3715, 1.5989, 3.0184], [3.5447, 0.1905, 2.8185], [2.4071, -0.7844, 2.7883], [4.8592, -0.1345, 2.6742], [5.9017, 1.2276, 2.7501], [4.5630, 2.2617, 3.0217], [4.7806, 3.9513, 3.2462], [1.6472, 4.3069, -3.1085], [-0.0234, 3.7922, -3.3356], [0.5756, 4.1348, -1.7126], [1.5735, 1.8526, -3.5012], [2.1377, 2.1751, -1.8608], [1.4552, -0.0028, -0.5398], [1.9948, -1.8353, -2.1717], [0.8962, -1.1017, -3.3367], [2.3629, -0.2394, -2.8253], [-1.4751, -3.0759, 0.4716], [-1.8069, -2.0904, 1.9156], [-2.7847, -1.8963, 0.4479], [-0.2058, -0.4008, 2.2567], [0.2184, 0.6548, 0.9142], [-2.2158, 1.2424, 0.6432], [-2.5784, 0.2465, 2.0618], [-0.7347, 2.8857, 0.8371], [-1.8282, 3.8123, 1.8696], [0.3015, 4.6661, 2.4545], [-0.0398, 3.4834, 3.7352], [2.8510, 2.6368, 0.8596], [1.1880, 2.7159, 0.2710], [2.0070, 4.1903, 0.8188], [2.7720, -1.8073, 2.7090], [1.8068, -0.6892, 3.6931], [1.7511, -0.5958, 1.9356], [5.2734, -1.1187, 2.5216]],
  "lowdin_charge": [-0.169, -0.544, 0.929, -0.531, -0.104, -0.500, 0.055, -0.084, -0.025, -0.162, -0.189, -0.116, -0.189, -0.109, -0.073, -0.034, -0.429, 0.086, -0.241, -0.313, -0.018, -0.366, 1.004, -0.975, 0.669, 0.076, 0.071, 0.057, 0.071, 0.071, 0.094, 0.089, 0.086, 0.066, 0.089, 0.093, 0.100, 0.117, 0.079, 0.125, 0.123, 0.092, 0.130, 0.131, 0.129, 0.093, 0.039, 0.101, 0.087, 0.093, 0.051, 0.076],
  "total_energy_ev": -61383.025,
  "homo_lumo_gap_ev": 9.4,
  "e_above_lowest_ev": 0.2198
}